{
  "formula": "C41H35InN6O3S2",
  "method": "ωB97M-V/def2-TZVPD",
  "species": ["In", "C", "O", "C", "C", "C", "C", "C", "C", "N", "N", "C", "O", "C", "C", "C", "C", "C", "C", "C", "O", "H", "H", "H", "H", "H", "H", "H", "H", "H", "H", "H", "H", "S", "C", "N", "C", "C", "C", "C", "C", "C", "H", "H", "H", "H", "H", "C", "C", "C", "C", "C", "C", "N", "C", "C", "C", "C", "C", "C", "H", "H", "H", "H", "H", "H", "H", "H", "H", "H", "N", "C", "S", "N", "C", "C", "C", "C", "C", "C", "H", "H", "H", "H", "H", "H", "H", "H"],
  "coordinates": [[0.34648, 0.31879, 0.68094], [-0.52701, 5.14382, 1.99641], [-0.28095, 5.01649, 0.60501], [0.95511, 4.52152, 0.24421], [1.77531, 5.28077, -0.56049], [2.99669, 4.77609, -1.00718], [3.42743, 3.54923, -0.57301], [2.63037, 2.74813, 0.26023], [3.15942, 1.50696, 0.72158], [2.43955, 0.62788, 1.33432], [2.97129, -0.48423, 1.83414], [2.09210, -1.29859, 2.38015], [0.82710, -1.10516, 2.43519], [2.64677, -2.56323, 2.90178], [3.89525, -3.00479, 2.47129], [4.38587, -4.22319, 2.89349], [3.65025, -5.00294, 3.77127], [2.42466, -4.55177, 4.23097], [1.91771, -3.34313, 3.79365], [1.32712, 3.19855, 0.63575], [0.49145, 2.48075, 1.32016], [-1.60714, 5.10129, 2.13236], [-0.14923, 6.10509, 2.36131], [-0.05650, 4.33911, 2.56376], [1.44574, 6.26802, -0.84893], [3.59932, 5.36349, -1.68255], [4.38488, 3.16587, -0.89607], [4.23443, 1.33952, 0.62911], [4.45393, -2.37618, 1.79761], [5.34133, -4.57067, 2.53361], [4.03431, -5.95622, 4.09951], [1.86039, -5.14919, 4.92995], [0.96049, -2.98436, 4.14131], [-2.54093, 2.98200, -1.97047], [-1.94511, 2.44268, -0.45242], [-1.81220, 1.17032, -0.31039], [-2.21119, 0.48738, -1.42599], [-2.28377, -0.89568, -1.55542], [-2.72596, -1.41802, -2.75140], [-3.07235, -0.59023, -3.81828], [-3.04406, 0.78370, -3.69353], [-2.63349, 1.31836, -2.48222], [-1.71151, 3.15563, 0.31419], [-2.01103, -1.52532, -0.71780], [-2.81401, -2.48639, -2.86143], [-3.37018, -1.02969, -4.75717], [-3.33447, 1.42944, -4.50783], [1.25997, -4.68981, -1.65791], [1.99961, -4.00877, -0.70363], [1.92578, -2.63562, -0.61147], [1.10916, -1.89870, -1.47434], [0.34881, -2.59826, -2.42111], [0.43001, -3.97459, -2.50453], [1.09475, -0.51984, -1.33097], [1.01800, 0.30842, -2.41499], [0.69907, 1.65886, -2.23394], [0.71039, 2.56033, -3.27334], [1.06799, 2.15017, -4.54590], [1.42756, 0.82640, -4.74279], [1.40009, -0.08793, -3.71040], [1.33914, -5.76317, -1.74953], [2.63693, -4.55806, -0.02693], [2.54133, -2.11117, 0.10357], [-0.29044, -2.05734, -3.10359], [-0.16824, -4.49774, -3.23553], [0.43542, 1.99417, -1.24162], [0.45070, 3.58986, -3.07920], [1.07763, 2.85553, -5.36281], [1.72815, 0.49944, -5.72794], [1.73146, -1.10273, -3.87831], [-0.98458, 1.58323, 3.61606], [-2.12658, 1.36223, 2.91868], [-3.22616, 2.58085, 2.73040], [-2.29349, 0.07522, 2.50167], [-3.42526, -0.52873, 1.93615], [-3.67292, -1.86146, 2.26258], [-4.72875, -2.54063, 1.68817], [-5.53592, -1.90595, 0.75935], [-5.30520, -0.57772, 0.44403], [-4.26830, 0.11644, 1.03815], [-0.76798, 2.55754, 3.77006], [-0.18508, 0.99066, 3.42868], [-1.62944, -0.58718, 2.89746], [-3.03447, -2.34994, 2.98511], [-4.92577, -3.56620, 1.96667], [-6.35048, -2.43615, 0.29275], [-5.93871, -0.07283, -0.27039], [-4.11783, 1.15930, 0.82093]],
  "forces_ev_per_angstrom": [[0.7, 0.5, -0.6], [0.0, 0.2, 0.3], [0.1, -0.3, -0.4], [0.1, -0.1, 0.2], [-0.2, -0.2, 0.1], [0.1, 0.1, -0.1], [-0.1, 0.0, 0.0], [-0.6, 0.7, -0.2], [0.3, -0.6, 0.7], [-1.2, 0.8, -0.8], [1.1, -1.2, 0.7], [1.4, 0.6, -0.4], [-1.8, 0.9, -0.9], [0.0, -0.3, 0.2], [-0.1, 0.1, -0.1], [0.1, -0.1, 0.0], [0.0, 0.0, 0.0], [0.0, -0.1, 0.1], [0.0, 0.2, -0.2], [0.8, 0.6, -0.5], [-0.9, -1.4, 0.0], [0.1, 0.0, 0.1], [0.0, 0.0, -0.1], [-0.1, 0.0, -0.1], [-0.1, 0.1, 0.0], [0.1, 0.0, 0.0], [0.1, 0.0, 0.0], [-0.1, -0.1, 0.0], [0.1, 0.0, -0.1], [0.1, 0.0, 0.0], [0.0, -0.1, 0.0], [-0.1, -0.1, 0.1], [-0.1, 0.0, 0.0], [-0.1, -0.4, 0.1], [-0.3, 0.7, -0.2], [1.2, -0.6, 0.8], [-0.5, -0.1, -1.1], [0.0, 0.2, 0.0], [0.0, 0.0, 0.2], [0.0, 0.1, -0.1], [0.0, 0.1, -0.1], [0.1, 0.0, 0.4], [0.3, 0.2, 0.2], [0.0, -0.1, 0.0], [0.1, -0.2, 0.0], [-0.1, -0.1, -0.1], [0.0, 0.0, -0.1], [0.0, -0.1, 0.0], [-0.1, -0.3, 0.0], [0.0, 0.1, -0.2], [0.1, -1.0, 0.0], [0.1, 0.2, 0.1], [0.0, -0.1, 0.0], [-1.0, 0.8, 2.1], [0.2, 0.6, -0.6], [-0.1, -0.3, 0.0], [0.1, 0.1, -0.1], [0.0, 0.1, -0.1], [-0.1, 0.0, -0.1], [0.1, -0.1, 0.2], [0.0, -0.1, 0.0], [0.1, 0.0, 0.1], [0.0, 0.1, 0.0], [0.1, 0.0, 0.0], [0.0, -0.1, -0.1], [0.0, 0.2, 0.0], [0.0, 0.1, 0.0], [0.0, 0.0, -0.1], [0.1, -0.1, -0.1], [0.0, 0.0, -0.1], [0.2, -0.3, -0.1], [-0.3, 0.3, 0.4], [-0.3, 0.3, 0.0], [1.1, -0.2, 0.3], [-0.6, -0.3, -0.3], [0.2, 0.2, 0.1], [0.0, -0.1, -0.1], [-0.1, 0.0, 0.0], [0.0, -0.1, 0.1], [0.1, 0.2, 0.0], [0.0, -0.2, -0.1], [0.1, 0.0, 0.2], [-0.2, 0.1, 0.0], [0.1, -0.1, 0.1], [0.0, -0.1, 0.0], [-0.1, -0.1, 0.0], [0.0, 0.1, 0.0], [0.0, 0.0, -0.1]],
  "homo_lumo_gap_ev": 6.1,
  "lumo_ev": -1.109,
  "spin_multiplicity": 1,
  "e_homo_ev": -7.2,
  "de_lowest_kj_mol": 167.15,
  "molar_mass_g_mol": 838.72
}